1.
{"formula": "C9H10INS", "method": "ωB97M-V/def2-TZVPD", "symbols": ["C", "C", "I", "H", "H", "H", "H", "N", "C", "C", "H", "S", "H", "C", "C", "C", "C", "H", "C", "H", "H", "H"], "xyz": [[0.762484, 2.923258, -1.116854], [0.942706, -2.455110, 1.068100], [-3.908328, -0.721097, -0.343315], [-2.022823, -1.373298, 1.702295], [1.536950, -0.381098, -1.199725], [0.725944, -3.461426, 1.508446], [-0.427099, 3.777046, 0.362137], [-0.580361, -0.669176, 0.260548], [-0.546767, 1.625268, 0.364797], [0.939974, 0.541545, -1.159348], [2.004128, 1.795092, -2.464222], [-1.788901, 1.167774, 1.564789], [-0.889986, -2.808334, 0.125862], [-1.795722, -0.474422, 1.027476], [-0.062065, -1.971552, 0.060394], [-0.028503, 0.473716, -0.173381], [-0.155853, 2.847537, -0.098291], [0.991163, 3.873693, -1.749117], [1.382009, 1.748621, -1.591929], [0.162239, -2.100468, -0.993697], [0.660725, -1.878378, 1.925006], [2.098092, -2.479181, 0.920021]], "forces_ev_per_angstrom": [[1.26, 0.74, -2.48], [1.94, -1.20, 1.41], [0.68, -0.16, 0.20], [0.23, 1.88, -0.91], [-0.32, 0.37, -1.14], [0.01, 0.40, -1.08], [-0.74, 0.18, 0.13], [-3.24, -0.79, 2.51], [-1.23, -0.81, 0.94], [1.36, -1.85, 1.60], [0.67, 0.10, 0.04], [0.19, 0.88, 0.31], [0.81, 2.18, 0.01], [1.57, -1.97, -0.73], [-1.74, -3.57, -1.46], [0.39, 0.78, -1.17], [0.48, 1.40, 0.14], [-0.44, -1.49, 1.87], [-1.10, 1.35, -0.74], [0.68, 0.15, -0.16], [0.68, 0.77, 0.86], [-2.15, 0.66, -0.16]], "nbo_charge": [-0.217, -0.647, -0.311, 0.264, 0.217, 0.224, 0.230, -0.409, -0.183, -0.236, 0.220, 0.400, 0.237, -0.168, -0.243, 0.140, -0.215, 0.227, -0.198, 0.225, 0.219, 0.227], "de_lowest_kj_mol": 117.1, "smiles": "CCN1c2ccccc2S[C@H]1I", "lumo_ev": -0.16, "homo_ev": -7.76, "fmax_ev_per_a": 4.2, "total_energy_ha": -1099.52869}

---

2.
{"formula": "C21H43O3P3Pt", "method": "ωB97M-V/def2-TZVPD", "symbols": ["H", "H", "H", "C", "P", "O", "H", "H", "H", "C", "H", "H", "C", "H", "C", "H", "H", "C", "O", "H", "C", "C", "H", "H", "H", "H", "H", "H", "H", "H", "C", "C", "H", "C", "H", "P", "C", "C", "P", "H", "H", "H", "H", "H", "C", "H", "H", "H", "C", "H", "H", "Pt", "H", "H", "C", "H", "C", "H", "C", "H", "H", "H", "H", "C", "H", "H", "O", "C", "C", "C", "H"], "xyz": [[-4.095455, -1.120154, 1.104522], [3.175345, 2.028474, 4.277014], [2.061375, 2.616447, 2.997682], [0.941656, -4.633554, -0.516401], [-0.270922, -3.365663, -0.891387], [-0.319123, -1.152900, 1.064108], [-2.925102, -0.616226, -2.157436], [-3.888029, 0.738490, -1.539669], [-4.502230, -2.217522, -0.895077], [-0.184421, -2.727609, -2.565493], [0.605449, -1.132170, 3.381253], [0.819437, -4.966796, 0.526220], [-4.058714, 1.010387, 1.446077], [1.458458, -0.498227, -1.962075], [-4.771999, -1.201873, -1.206926], [0.905108, 0.132113, 4.612195], [4.572386, -0.831549, 2.922816], [-0.320729, 2.121172, 0.298545], [-2.698636, -0.267817, -0.175781], [0.848704, -2.508206, -2.868905], [4.905232, 0.588146, -0.468416], [-0.075044, -1.993885, 0.293025], [4.137039, 2.615310, -0.600335], [5.261065, -1.531831, -0.176915], [3.040646, -2.226792, -1.105044], [-1.580199, 1.215722, -2.304464], [-2.695178, 4.513613, -1.524002], [0.010635, 1.714225, -2.952043], [-5.517341, -0.793005, -0.515346], [0.779231, -5.502458, -1.173790], [0.861350, -0.081789, 3.539759], [2.911048, 1.955665, 3.218002], [0.679141, 4.923873, -0.362594], [3.629118, -0.897937, 3.480169], [1.383936, 4.130224, -1.798427], [2.451800, 0.271799, 2.793565], [-3.374980, -0.288712, 1.101230], [0.448944, 4.478202, -1.340942], [-0.741052, 3.154660, -1.139379], [-4.812111, 1.282045, 0.697779], [3.233747, -1.915490, 3.351534], [1.998414, 1.929208, -1.711756], [-0.785402, -1.811780, -2.668793], [0.101007, 0.543142, 3.070440], [-2.338815, 3.861670, -0.708258], [-2.238598, 4.467215, 0.202109], [-5.248694, -1.269811, -2.189822], [-1.452756, 2.639365, -3.376797], [4.600905, -0.780247, -0.606164], [-4.565650, 0.902042, 2.409210], [1.970314, -4.270749, -0.652931], [2.995996, 0.212077, 0.416435], [3.755019, 2.269756, 2.590607], [-2.587835, -0.523506, 1.823602], [2.436890, -0.188215, -1.594318], [-2.639918, -3.679618, -1.318148], [-0.951631, 2.082247, -2.565956], [-3.333137, 1.823603, 1.541377], [2.750748, 1.183555, -1.452763], [5.801991, 0.889786, 0.070246], [-2.249146, -3.770414, 0.427050], [-1.863013, -5.145104, -0.654828], [-0.592494, -3.478520, -3.261841], [-1.909189, -4.043639, -0.582319], [3.795718, -0.698596, 4.543576], [-3.084659, 3.075875, -0.531864], [-0.416929, 1.396168, 1.208731], [3.971356, 1.576169, -0.860538], [-3.566403, -0.294889, -1.323646], [3.342604, -1.176261, -1.126011], [0.013723, 5.261069, -1.981274]], "forces_ev_per_angstrom": [[0.24, 0.25, 0.13], [-0.04, 0.10, -0.08], [0.19, -0.11, 0.15], [0.53, 0.24, 0.29], [-1.96, -0.36, 0.99], [-0.55, -0.79, -0.06], [-0.09, 0.02, 0.07], [-0.08, -0.24, -0.06], [-0.06, 0.19, 0.00], [0.44, 0.63, -0.20], [0.04, 0.16, 0.15], [-0.05, 0.11, -0.28], [-0.10, 0.07, -0.01], [0.24, 0.21, 0.18], [-0.22, 0.06, -0.21], [0.18, -0.02, -0.07], [-0.12, 0.01, 0.38], [1.75, 0.26, -1.28], [0.08, -0.21, -0.14], [-0.24, -0.19, 0.05], [1.53, 0.54, -0.27], [1.96, -0.02, -1.31], [0.15, -0.01, -0.18], [0.00, 0.15, -0.15], [0.22, 0.41, -0.06], [0.10, 0.39, 0.10], [0.12, -0.13, 0.24], [-0.26, 0.20, 0.04], [0.13, -0.21, -0.15], [-0.11, 0.32, 0.06], [-0.44, -0.06, -0.28], [0.05, 0.40, -0.03], [-0.14, -0.09, -0.20], [0.31, -0.19, 0.18], [-0.24, 0.11, 0.06], [0.87, -0.26, 0.07], [0.06, -0.36, -0.14], [0.51, -0.10, 0.16], [-2.20, 0.12, 0.98], [0.07, -0.01, 0.16], [0.08, 0.25, 0.12], [0.32, -0.22, 0.16], [0.02, -0.31, 0.14], [0.09, -0.19, 0.33], [-0.25, 0.47, -0.31], [0.00, -0.08, -0.17], [0.02, -0.01, 0.14], [0.20, 0.03, 0.38], [0.91, -1.07, -0.49], [0.01, 0.09, -0.13], [-0.31, -0.17, 0.01], [-4.41, 0.00, 6.70], [-0.08, 0.01, 0.38], [-0.16, 0.06, -0.05], [-0.02, -0.33, -1.68], [0.23, 0.00, 0.20], [0.42, -0.62, -0.18], [-0.05, -0.01, 0.00], [-0.18, 0.42, -1.81], [-0.05, -0.07, -0.19], [0.15, -0.09, -0.29], [-0.10, 0.36, 0.01], [0.09, 0.04, 0.37], [-0.35, -0.69, -0.20], [0.05, -0.14, -0.10], [0.30, 0.05, -0.06], [-0.79, 0.57, -0.24], [0.67, 0.90, -1.07], [0.07, 0.34, 0.18], [0.27, -0.84, -1.51], [-0.04, -0.28, 0.10]], "lowdin_spin": [0.000, 0.004, 0.001, 0.007, 0.123, 0.307, 0.000, 0.000, 0.000, 0.002, 0.000, 0.001, 0.000, 0.014, 0.000, 0.003, 0.000, 0.481, 0.001, 0.001, 0.115, 0.473, 0.009, 0.007, 0.014, 0.001, 0.010, 0.001, 0.000, 0.000, 0.017, 0.024, 0.001, 0.006, 0.001, 0.060, 0.002, 0.014, 0.120, 0.000, 0.000, 0.017, 0.000, 0.000, 0.047, 0.000, 0.000, 0.000, 0.124, 0.000, 0.002, 1.141, 0.002, 0.001, 0.110, 0.001, 0.003, 0.000, 0.108, 0.006, 0.002, 0.009, -0.001, 0.057, 0.000, 0.001, 0.311, 0.117, 0.000, 0.121, 0.001], "de_lowest_kj_mol": 0.0, "charge": 4, "lumo_ev": [-11.91, -14.71], "homo_ev": [-18.81, -19.54], "s_squared": 6.01, "fmax_ev_per_a": 8.0, "multiplicity": 5, "total_energy_ha": -2193.31108}

---

3.
{"formula": "C13H8Cl3FN3O7V", "method": "ωB97M-V/def2-TZVPD", "symbols": ["C", "C", "Cl", "V", "C", "H", "C", "C", "C", "O", "N", "O", "Cl", "O", "H", "C", "C", "C", "O", "C", "F", "H", "C", "N", "O", "C", "H", "O", "C", "Cl", "H", "H", "N", "H", "O", "H"], "xyz": [[-2.804545, 1.115848, 0.117140], [-1.477779, -1.254992, 2.582714], [2.471884, -0.732836, 0.454852], [-0.140004, 0.088271, 0.355119], [-2.691251, 2.413879, 0.698074], [-2.022556, -0.329245, 2.467666], [-5.016423, 2.854610, 0.282563], [-4.076647, 0.755474, -0.321605], [-3.814484, 3.277813, 0.779471], [-0.911790, 3.824188, 1.730145], [-0.437826, -1.473261, 1.750917], [-7.211439, 3.356309, -0.105114], [0.882658, -4.986756, 2.925888], [-3.710593, -1.510486, -0.278428], [-2.683999, -1.948704, 4.193933], [0.261213, -2.611521, 1.875261], [2.382305, -1.497769, -1.174708], [-5.169358, 1.598188, -0.278287], [-0.032241, 1.242814, 1.368654], [-1.843860, -2.162842, 3.549290], [0.595017, 0.723984, -1.073233], [-1.385192, -4.075401, 4.434099], [-0.055364, -3.563620, 2.830183], [-4.293299, -0.616755, -0.854274], [-1.806088, 0.266315, -0.100549], [-1.595924, 3.079271, 1.264220], [-3.746044, 4.269479, 1.213354], [-5.973175, 4.848989, 0.865356], [-1.125272, -3.340914, 3.683318], [0.784107, -2.224514, -1.416478], [1.084083, -2.782153, 1.204280], [3.139012, -2.273093, -1.210503], [-6.180872, 3.775409, 0.354089], [2.538346, -0.717190, -1.908945], [-5.051427, -0.710539, -1.780546], [-6.128739, 1.281882, -0.673484]], "forces_ev_per_angstrom": [[-0.26, 0.10, -0.17], [-0.02, -0.01, 0.05], [-0.18, 0.01, 0.01], [1.19, -0.30, 0.30], [-0.22, 0.10, 0.04], [0.01, 0.00, 0.01], [0.06, -0.06, -0.01], [0.01, -0.25, 0.01], [-0.08, -0.07, -0.05], [0.57, 0.35, 0.31], [-0.02, 0.24, -0.28], [0.00, 0.00, 0.01], [0.01, 0.00, -0.01], [0.00, 0.01, 0.03], [0.00, 0.01, 0.00], [-0.05, -0.10, 0.02], [0.00, 0.02, -0.02], [0.03, 0.07, 0.05], [0.27, -0.20, 0.18], [0.00, 0.02, -0.02], [-0.15, 0.00, 0.04], [0.00, 0.00, 0.00], [0.00, 0.05, -0.03], [0.02, 0.05, 0.03], [-0.64, 0.29, -0.01], [-0.50, -0.40, -0.55], [0.01, 0.00, 0.01], [0.00, -0.01, 0.00], [0.00, -0.02, 0.01], [0.00, 0.08, 0.07], [0.01, 0.00, 0.00], [0.01, 0.01, 0.01], [-0.04, 0.03, -0.01], [-0.01, 0.00, 0.00], [-0.01, 0.01, -0.03], [0.01, -0.01, -0.01]], "lowdin_charge": [-0.168, -0.095, 0.688, 0.986, -0.037, 0.115, -0.063, -0.006, 0.124, 0.419, -0.046, 0.157, 0.802, 0.125, 0.135, -0.157, -0.821, 0.167, -0.187, 0.008, -0.328, 0.138, -0.619, -0.330, -0.136, 0.015, 0.162, 0.140, -0.009, 0.659, 0.050, 0.060, -0.337, 0.051, 0.174, 0.165], "de_lowest_kj_mol": 0.0, "charge": 2, "lumo_ev": -9.71, "homo_ev": -16.04, "fmax_ev_per_a": 1.3, "total_energy_ha": -3614.80297}

---

4.
{"formula": "CH3N3OS", "method": "ωB97M-V/def2-TZVPD", "symbols": ["C", "H", "N", "O", "N", "N", "H", "H", "S"], "xyz": [[-1.505356, -0.496854, 0.112587], [1.877496, -0.502909, -0.969590], [0.849087, -0.665793, -0.884296], [-0.243332, 1.607415, -0.544063], [0.445047, 0.272956, 1.653440], [-2.588250, -0.853891, 0.286028], [0.935000, 0.999083, 1.922244], [0.218096, -0.711736, -1.705939], [0.012216, 0.351727, 0.129586]], "forces_ev_per_angstrom": [[-0.78, -0.37, 0.56], [-1.49, -0.02, -0.14], [-0.72, 0.14, 0.43], [0.20, -0.66, 0.37], [-4.03, -5.20, -5.48], [0.65, 0.06, -0.35], [3.11, 4.96, 1.58], [1.44, -0.12, 0.01], [1.62, 1.20, 3.03]], "nbo_charge": [-0.090, 0.436, -1.049, -0.892, -1.057, -0.195, 0.367, 0.409, 2.071], "de_lowest_kj_mol": 374.9, "smiles": "N#C[S@@](=N)(N)=O", "lumo_ev": 0.26, "homo_ev": -10.48, "fmax_ev_per_a": 8.6, "total_energy_ha": -677.47792}